1.
Formula: C73H179N7O33
Source: the OMol25 dataset
Level of theory: ωB97M-V/def2-TZVPD

Atoms and positions in Å:
C  -4.085  -3.931  -1.314
O  -5.272  -4.594  -0.884
C  -5.414  -5.938  -1.369
C  -6.703  -6.560  -0.879
O  -6.570  -6.760  0.602
C  -7.724  -6.924  1.322
H  -3.441  -4.655  -1.815
H  -3.484  -3.433  -0.553
H  -4.421  -3.137  -1.981
H  -4.579  -6.576  -1.078
H  -5.429  -5.961  -2.458
H  -6.933  -7.509  -1.363
H  -7.523  -5.887  -1.131
H  -8.425  -6.109  1.140
H  -7.418  -7.134  2.347
H  -8.186  -7.844  0.965
C  -2.033  -1.463  -4.296
O  -2.256  -2.887  -4.147
C  -2.912  -3.407  -5.322
C  -4.370  -3.663  -5.148
O  -5.170  -2.528  -4.852
C  -6.570  -2.786  -4.937
H  -1.325  -1.024  -3.593
H  -2.957  -0.885  -4.318
H  -1.632  -1.194  -5.273
H  -2.472  -4.360  -5.618
H  -2.740  -2.787  -6.202
H  -4.540  -4.395  -4.359
H  -4.753  -4.016  -6.105
H  -6.871  -3.583  -4.257
H  -6.811  -2.970  -5.984
H  -7.080  -1.882  -4.603
C  -4.160  -1.527  2.722
O  -5.384  -1.209  2.114
C  -5.929  -2.302  1.375
C  -6.169  -3.559  2.264
O  -6.831  -3.223  3.516
C  -7.168  -4.383  4.137
H  -3.483  -1.966  1.990
H  -4.344  -2.196  3.563
H  -3.785  -0.605  3.167
H  -5.304  -2.480  0.500
H  -6.832  -1.893  0.922
H  -5.249  -4.101  2.482
H  -6.765  -4.330  1.775
H  -6.350  -5.078  4.325
H  -7.988  -4.809  3.559
H  -7.479  -4.134  5.152
C  4.669  3.707  6.626
O  5.076  3.324  5.346
C  5.156  4.473  4.421
C  5.171  3.913  2.962
O  6.235  3.025  2.888
C  6.331  2.372  1.605
H  4.809  2.982  7.427
H  3.656  4.111  6.621
H  5.320  4.532  6.915
H  6.087  4.979  4.678
H  4.417  5.274  4.438
H  5.381  4.765  2.315
H  4.188  3.489  2.760
H  7.261  1.803  1.614
H  6.261  3.030  0.739
H  5.589  1.583  1.486
C  5.303  2.369  -4.530
O  6.030  1.606  -3.551
C  5.391  1.317  -2.308
C  6.411  0.510  -1.490
O  7.497  1.320  -0.980
C  8.627  0.593  -0.542
H  5.998  2.602  -5.337
H  4.912  3.332  -4.200
H  4.464  1.755  -4.855
H  4.560  0.628  -2.458
H  5.101  2.224  -1.776
H  6.868  -0.262  -2.110
H  5.940  0.111  -0.591
H  9.395  1.356  -0.416
H  9.068  -0.131  -1.227
H  8.458  0.048  0.386
C  2.985  4.301  -7.124
O  3.040  4.837  -5.799
C  2.161  4.085  -4.960
C  2.070  4.591  -3.502
O  3.317  4.470  -2.792
C  3.256  4.799  -1.418
H  3.742  3.521  -7.202
H  3.195  5.134  -7.794
H  2.002  3.914  -7.394
H  2.381  3.018  -5.001
H  1.163  4.207  -5.380
H  1.185  4.138  -3.054
H  1.805  5.647  -3.536
H  4.190  4.414  -1.009
H  2.404  4.379  -0.884
H  3.200  5.880  -1.289
C  10.453  -1.502  4.034
O  9.511  -0.595  4.639
C  8.398  -0.249  3.883
C  7.342  0.567  4.694
O  6.921  -0.203  5.833
C  5.830  0.452  6.475
H  11.016  -1.012  3.240
H  9.887  -2.322  3.591
H  11.162  -1.847  4.787
H  7.844  -1.138  3.580
H  8.764  0.330  3.036
H  6.569  0.803  3.962
H  7.761  1.532  4.980
H  5.148  0.845  5.721
H  6.103  1.322  7.072
H  5.406  -0.267  7.176
C  -1.566  -6.553  -3.016
O  -2.908  -6.496  -3.478
C  -3.070  -7.523  -4.481
C  -4.529  -7.663  -4.940
O  -4.999  -6.507  -5.639
C  -6.266  -6.609  -6.157
H  -0.824  -6.243  -3.752
H  -1.252  -7.498  -2.573
H  -1.509  -5.906  -2.140
H  -2.619  -8.459  -4.151
H  -2.456  -7.365  -5.367
H  -5.207  -7.769  -4.093
H  -4.711  -8.601  -5.465
H  -6.492  -5.636  -6.594
H  -7.085  -7.013  -5.563
H  -6.229  -7.299  -7.000
C  0.937  0.944  -3.268
O  0.026  1.184  -4.271
C  -1.046  1.975  -3.765
C  -2.226  2.141  -4.766
O  -1.968  2.886  -5.973
C  -1.320  2.237  -6.971
H  1.394  1.869  -2.916
H  1.661  0.239  -3.676
H  0.512  0.370  -2.445
H  -0.608  2.905  -3.402
H  -1.475  1.423  -2.929
H  -2.923  2.709  -4.150
H  -2.713  1.191  -4.987
H  -0.299  2.617  -6.985
H  -1.807  2.512  -7.907
H  -1.239  1.170  -6.764
C  -0.038  -4.320  6.538
O  0.828  -4.095  5.352
C  0.155  -4.146  4.081
C  -0.449  -2.738  3.716
O  0.530  -1.678  3.870
C  1.516  -1.666  2.802
H  0.606  -4.311  7.417
H  -0.557  -5.278  6.517
H  -0.806  -3.546  6.526
H  -0.603  -4.924  4.174
H  0.742  -4.417  3.204
H  -1.381  -2.448  4.202
H  -0.811  -2.849  2.694
H  1.053  -1.633  1.816
H  2.274  -2.440  2.927
H  2.121  -0.770  2.941
C  2.492  1.219  0.832
O  1.158  0.641  0.717
C  0.090  1.578  1.039
C  -1.238  0.720  1.246
O  -1.634  0.114  -0.006
C  -1.119  -1.190  -0.321
H  2.630  1.481  1.881
H  2.603  2.064  0.152
H  3.299  0.536  0.567
H  0.007  2.391  0.319
H  0.267  2.055  2.003
H  -2.092  1.375  1.417
H  -1.157  0.067  2.115
H  -0.041  -1.164  -0.481
H  -1.616  -1.582  -1.208
H  -1.235  -1.868  0.525
C  1.913  -2.656  -3.224
O  2.868  -3.052  -2.196
C  3.209  -2.065  -1.222
C  4.460  -2.502  -0.346
O  4.503  -1.539  0.716
C  5.633  -1.470  1.562
H  2.467  -1.984  -3.879
H  1.138  -2.019  -2.797
H  1.592  -3.495  -3.841
H  2.376  -1.928  -0.531
H  3.385  -1.141  -1.774
H  5.306  -2.451  -1.032
H  4.334  -3.535  -0.024
H  5.647  -2.435  2.070
H  5.573  -0.590  2.202
H  6.522  -1.495  0.931
C  -3.104  -5.343  3.325
O  -2.499  -4.804  2.174
C  -2.345  -5.689  1.052
C  -1.272  -6.737  1.226
O  -0.008  -6.119  1.563
C  0.688  -5.585  0.488
H  -3.075  -4.608  4.129
H  -2.496  -6.158  3.717
H  -4.111  -5.726  3.157
H  -2.092  -5.077  0.187
H  -3.310  -6.135  0.810
H  -1.222  -7.560  0.513
H  -1.445  -7.269  2.161
H  1.726  -5.807  0.737
H  0.586  -4.517  0.297
H  0.284  -6.061  -0.406
C  1.827  -0.881  7.933
C  1.811  0.350  7.186
O  2.058  1.442  7.740
N  1.725  0.201  5.841
C  1.633  1.358  4.961
H  1.510  -1.586  7.163
H  1.116  -0.910  8.758
H  2.833  -1.178  8.230
H  1.603  -0.708  5.417
H  0.867  1.269  4.191
H  2.544  1.514  4.383
H  1.578  2.322  5.468
C  -7.133  4.876  -0.217
C  -5.748  4.622  0.330
O  -5.423  5.042  1.424
N  -4.950  3.878  -0.407
C  -3.556  3.650  -0.118
H  -7.186  4.424  -1.207
H  -7.330  5.944  -0.311
H  -7.867  4.476  0.482
H  -5.427  3.491  -1.209
H  -2.842  4.385  -0.487
H  -3.222  2.670  -0.459
H  -3.493  3.665  0.970
C  -0.183  7.546  -1.160
C  -0.689  6.427  -2.082
O  -0.579  5.265  -1.658
N  -1.122  6.789  -3.313
C  -1.596  5.945  -4.355
H  -0.267  8.518  -1.647
H  0.877  7.444  -0.931
H  -0.733  7.602  -0.220
H  -1.051  7.765  -3.562
H  -1.389  4.939  -3.992
H  -0.985  6.111  -5.242
H  -2.674  6.055  -4.474
C  -2.389  1.089  5.877
C  -2.828  1.935  4.674
O  -2.003  2.649  4.108
N  -4.126  1.924  4.368
C  -4.697  2.543  3.195
H  -1.486  0.548  5.596
H  -3.108  0.397  6.316
H  -2.134  1.856  6.609
H  -4.688  1.380  5.008
H  -4.118  3.447  3.007
H  -5.715  2.841  3.450
H  -4.727  1.870  2.339
C  5.879  6.798  -3.118
C  7.123  6.521  -2.257
O  8.068  7.285  -2.172
N  7.125  5.407  -1.520
C  8.221  4.940  -0.656
H  5.716  6.026  -3.870
H  5.853  7.733  -3.678
H  5.042  6.771  -2.420
H  6.309  4.813  -1.560
H  8.749  5.711  -0.096
H  8.949  4.394  -1.255
H  7.800  4.192  0.016
C  -4.967  -0.048  -1.537
C  -5.355  0.826  -2.683
O  -5.583  2.025  -2.484
N  -5.481  0.185  -3.826
C  -6.105  0.812  -5.000
H  -4.828  0.544  -0.632
H  -4.078  -0.636  -1.765
H  -5.711  -0.766  -1.192
H  -5.102  -0.746  -3.921
H  -6.021  0.120  -5.838
H  -5.526  1.702  -5.250
H  -7.160  0.996  -4.798
C  0.703  4.677  3.776
C  1.008  4.961  2.305
O  2.145  4.706  1.848
N  0.058  5.400  1.487
C  -1.310  5.754  1.901
H  1.687  4.584  4.234
H  0.275  3.710  4.043
H  0.111  5.435  4.290
H  0.263  5.351  0.499
H  -1.965  5.696  1.032
H  -1.274  6.798  2.214
H  -1.665  5.044  2.648

For the gap between HOMO and LUMO, the calculation gives 8.9 eV. Its multiplicity is 1. For the HOMO energy, the calculation gives -8.8 eV. The value obtained for the total energy is -156586.5321 eV.

Atomic partial charges in e from the Löwdin method, atoms 1 to 4:
1. C -0.089
2. O -0.176
3. C -0.202
4. C -0.124

---

2.
Formula: C73H70BrHgN7O4
Source: the OMol25 dataset
Level of theory: ωB97M-V/def2-TZVPD

Atoms and positions in Å:
Hg  0.329  -0.565  0.472
C  -0.820  -1.260  5.245
O  0.389  -1.924  4.920
C  0.281  -2.264  3.592
N  -0.833  -2.033  3.030
C  -1.752  -1.546  4.032
C  -2.782  -2.632  4.256
C  -4.139  -2.349  4.179
C  -5.073  -3.366  4.273
C  -4.662  -4.678  4.442
C  -3.312  -4.969  4.529
C  -2.380  -3.951  4.446
C  1.429  -2.854  2.942
C  2.642  -2.927  3.638
C  3.731  -3.488  3.001
C  3.573  -3.962  1.709
C  2.317  -3.849  1.092
N  1.273  -3.282  1.686
C  2.172  -4.403  -0.250
N  1.305  -4.147  -1.138
C  1.694  -4.839  -2.355
C  2.820  -5.789  -1.880
O  3.163  -5.297  -0.600
C  0.581  -5.433  -3.178
C  -0.529  -4.646  -3.466
C  -1.477  -5.078  -4.375
C  -1.342  -6.313  -4.987
C  -0.254  -7.112  -4.688
C  0.713  -6.666  -3.802
H  -0.617  -0.185  5.337
H  -1.188  -1.649  6.195
H  -2.248  -0.639  3.685
H  -4.463  -1.329  4.024
H  -6.127  -3.140  4.193
H  -5.389  -5.474  4.497
H  -2.982  -5.993  4.644
H  -1.330  -4.197  4.510
H  2.696  -2.534  4.641
H  4.685  -3.561  3.504
H  4.389  -4.421  1.172
H  2.132  -4.069  -3.009
H  3.701  -5.751  -2.522
H  2.487  -6.828  -1.767
H  -0.617  -3.688  -2.975
H  -2.305  -4.433  -4.635
H  -2.078  -6.640  -5.706
H  -0.140  -8.077  -5.162
H  1.581  -7.284  -3.620
C  2.511  2.804  1.002
O  1.303  2.385  1.588
C  0.359  3.325  1.852
C  0.613  4.690  1.917
C  -0.446  5.556  2.164
Br  -0.066  7.427  2.287
C  -1.740  5.129  2.315
C  -2.019  3.752  2.242
C  -0.951  2.844  2.055
O  -1.146  1.528  2.056
C  -3.358  3.236  2.286
N  -3.658  1.963  2.072
C  -5.016  1.864  2.099
C  -5.846  0.768  1.880
C  -7.209  0.970  1.977
C  -7.745  2.220  2.279
C  -6.937  3.329  2.483
C  -5.571  3.138  2.378
N  -4.497  3.985  2.493
H  3.156  3.317  1.727
H  2.333  3.458  0.144
H  3.005  1.901  0.651
H  1.607  5.084  1.777
H  -2.529  5.847  2.476
H  -2.127  1.355  2.003
H  -5.430  -0.193  1.626
H  -7.882  0.140  1.807
H  -8.817  2.332  2.345
H  -7.360  4.300  2.706
H  -4.542  4.976  2.652
C  3.994  -0.800  -0.470
C  3.921  -0.613  -1.985
C  3.106  -1.723  -2.627
C  3.479  0.799  -2.304
C  4.528  1.711  -2.319
C  4.363  3.027  -2.689
C  3.094  3.442  -3.039
C  2.005  2.593  -2.965
C  0.654  3.178  -3.301
C  0.563  3.518  -4.792
C  0.370  4.409  -2.436
C  2.164  1.233  -2.591
N  1.034  0.483  -2.360
C  0.247  -0.077  -3.226
C  -1.125  -0.601  -2.989
N  -1.820  -0.523  -1.905
C  -3.200  -0.653  -1.849
C  -3.966  0.488  -2.221
C  -5.348  0.437  -2.240
C  -6.038  -0.694  -1.859
C  -5.301  -1.756  -1.383
C  -3.908  -1.770  -1.350
C  -3.370  -3.069  -0.766
C  -3.589  -4.216  -1.759
C  -1.937  -3.046  -0.270
C  -3.381  1.848  -2.543
C  -2.437  2.311  -1.437
C  -2.775  1.932  -3.944
C  -1.599  -1.141  -4.283
C  -2.759  -1.745  -4.711
C  -2.865  -2.124  -6.061
C  -1.862  -1.920  -6.976
C  -0.657  -1.306  -6.573
C  0.467  -0.995  -7.373
C  1.549  -0.351  -6.816
C  1.603  0.025  -5.463
C  0.531  -0.280  -4.647
C  -0.575  -0.940  -5.227
H  2.986  -0.793  -0.056
H  4.569  0.004  -0.010
H  4.460  -1.749  -0.215
H  4.944  -0.704  -2.377
H  3.608  -2.669  -2.429
H  3.037  -1.584  -3.705
H  2.110  -1.763  -2.199
H  5.516  1.358  -2.049
H  5.203  3.706  -2.731
H  2.955  4.461  -3.370
H  -0.113  2.438  -3.075
H  1.290  4.280  -5.068
H  -0.434  3.889  -5.028
H  0.753  2.630  -5.393
H  1.066  5.221  -2.636
H  0.449  4.140  -1.385
H  -0.635  4.778  -2.626
H  -5.903  1.313  -2.552
H  -7.118  -0.731  -1.899
H  -5.825  -2.626  -1.011
H  -4.008  -3.274  0.105
H  -2.932  -4.095  -2.609
H  -4.617  -4.249  -2.117
H  -3.362  -5.170  -1.288
H  -1.835  -2.323  0.534
H  -1.238  -2.793  -1.057
H  -1.653  -4.018  0.122
H  -4.232  2.545  -2.543
H  -1.551  1.686  -1.372
H  -2.953  2.251  -0.481
H  -2.138  3.342  -1.607
H  -1.816  1.432  -4.000
H  -2.635  2.974  -4.223
H  -3.442  1.467  -4.669
H  -3.586  -1.923  -4.043
H  -3.784  -2.588  -6.391
H  -1.991  -2.214  -8.008
H  0.472  -1.257  -8.424
H  2.401  -0.119  -7.444
H  2.472  0.546  -5.082

For the gap between HOMO and LUMO (alpha / beta), the calculation gives 4.4 / 5.9 eV. Its multiplicity is 2. The expectation value of S² is 0.770. For the HOMO energy (alpha / beta), the calculation gives -2.4 / -3.9 eV. The net charge is -1. The value obtained for the total energy is -169678.2271 eV.

Atomic partial charges in e from the Löwdin method, atoms 1 to 4:
1. Hg 0.759
2. C -0.091
3. O -0.022
4. C -0.352

---

Number 1: maximum force 3.74 eV/A. Number 2: maximum force 1.85 eV/A.